# 1
Molecular formula: C38H64N2O5PTaTe
Method: DFT, ωB97M-V/def2-TZVPD

Cartesian coordinates (Å):
Ta (2.320, -0.032, -0.762)
C (4.712, -1.859, -0.414)
N (4.549, -0.370, -0.326)
C (5.562, 0.237, -1.238)
C (4.875, 0.093, 1.049)
C (3.889, -0.502, 2.012)
N (2.502, -0.158, 1.580)
C (2.195, 1.185, 2.195)
C (0.781, 1.645, 2.058)
C (0.062, 2.077, 3.154)
C (-1.227, 2.579, 2.989)
C (-1.744, 2.583, 1.700)
C (-1.064, 2.148, 0.557)
C (0.227, 1.690, 0.786)
O (1.094, 1.240, -0.201)
C (-1.806, 2.237, -0.781)
C (-2.188, 3.702, -1.047)
C (-0.984, 1.753, -1.973)
C (-3.076, 1.377, -0.700)
C (-2.014, 3.199, 4.142)
C (-3.494, 2.801, 4.090)
C (-1.899, 4.727, 4.004)
C (-1.453, 2.780, 5.503)
C (1.582, -1.202, 2.156)
C (0.191, -1.324, 1.598)
C (-0.902, -1.326, 2.443)
C (-2.163, -1.665, 1.964)
C (-2.251, -2.076, 0.638)
C (-1.177, -2.132, -0.253)
C (0.030, -1.659, 0.256)
O (1.170, -1.492, -0.527)
C (-1.413, -2.768, -1.633)
C (-2.357, -1.893, -2.467)
C (-0.129, -3.024, -2.427)
C (-2.078, -4.142, -1.423)
C (-3.412, -1.637, 2.840)
C (-4.383, -0.595, 2.264)
C (-4.078, -3.020, 2.841)
C (-3.083, -1.257, 4.284)
H (5.634, -2.152, 0.092)
H (4.758, -2.142, -1.460)
H (3.871, -2.384, 0.041)
H (6.551, -0.112, -0.932)
H (5.520, 1.320, -1.169)
H (5.378, -0.068, -2.262)
H (4.843, 1.184, 1.051)
H (5.895, -0.209, 1.298)
H (4.066, -0.142, 3.026)
H (3.994, -1.584, 2.036)
H (2.877, 1.912, 1.740)
H (2.444, 1.117, 3.256)
H (0.519, 2.038, 4.135)
H (-2.744, 2.970, 1.558)
H (-1.301, 4.336, -1.101)
H (-2.842, 4.103, -0.273)
H (-2.719, 3.776, -1.998)
H (-0.105, 2.375, -2.133)
H (-1.601, 1.810, -2.873)
H (-0.668, 0.714, -1.847)
H (-3.760, 1.731, 0.071)
H (-2.827, 0.337, -0.479)
H (-3.606, 1.414, -1.654)
H (-3.988, 3.138, 3.178)
H (-4.019, 3.265, 4.925)
H (-3.621, 1.720, 4.171)
H (-2.323, 5.070, 3.059)
H (-0.857, 5.048, 4.046)
H (-2.439, 5.217, 4.816)
H (-1.449, 1.693, 5.620)
H (-2.076, 3.195, 6.294)
H (-0.441, 3.155, 5.665)
H (1.531, -1.030, 3.234)
H (2.083, -2.159, 1.999)
H (-0.755, -1.069, 3.484)
H (-3.218, -2.396, 0.274)
H (-1.915, -0.921, -2.698)
H (-3.299, -1.716, -1.947)
H (-2.587, -2.396, -3.409)
H (0.367, -2.109, -2.740)
H (-0.383, -3.591, -3.325)
H (0.584, -3.619, -1.853)
H (-3.071, -4.064, -0.984)
H (-1.468, -4.779, -0.780)
H (-2.189, -4.638, -2.387)
H (-4.690, -0.850, 1.248)
H (-3.920, 0.394, 2.241)
H (-5.282, -0.540, 2.880)
H (-4.398, -3.322, 1.843)
H (-4.964, -3.002, 3.477)
H (-3.398, -3.781, 3.226)
H (-2.609, -0.274, 4.346)
H (-2.426, -1.992, 4.754)
H (-4.002, -1.218, 4.868)
C (0.190, 0.600, -5.907)
C (0.551, -0.376, -4.819)
O (1.987, -0.679, -4.899)
P (3.001, -0.282, -3.787)
O (2.774, -1.113, -2.489)
Te (2.779, 1.897, -2.869)
O (4.394, -0.584, -4.399)
C (4.662, -1.614, -5.436)
C (4.787, -0.950, -6.780)
H (-0.887, 0.770, -5.894)
H (0.459, 0.201, -6.884)
H (0.691, 1.557, -5.761)
H (0.048, -1.333, -4.930)
H (0.328, 0.024, -3.827)
H (3.859, -2.348, -5.408)
H (5.590, -2.078, -5.113)
H (3.847, -0.485, -7.075)
H (5.045, -1.703, -7.525)
H (5.574, -0.197, -6.769)

Output
LUMO ... -6.3 eV
DFT total energy ... -71789.7304 eV
Max |F| ... 0.543 eV/A
Frontier orbital gap ... 0.260 hartree
HOMO level ... -13.386 eV
Charge ... +2

# 2
Molecular formula: C38H65BBaF4N3O16
Method: DFT, ωB97M-V/def2-TZVPD

Cartesian coordinates (Å):
Ba (-2.367, 2.118, -4.594)
B (-0.386, -0.319, -0.897)
F (0.460, 0.351, -1.713)
F (-1.295, 0.631, -0.474)
F (-1.015, -1.186, -1.770)
F (0.181, -1.033, 0.125)
C (4.509, -4.131, 7.087)
C (5.151, -4.479, 8.321)
C (4.760, -3.715, 9.393)
C (3.858, -2.628, 9.318)
C (3.304, -2.309, 8.039)
C (3.685, -3.067, 6.926)
N (3.476, -1.904, 10.589)
O (3.116, -0.749, 10.538)
O (3.628, -2.569, 11.626)
H (4.739, -4.670, 6.180)
H (5.834, -5.298, 8.488)
H (5.212, -4.030, 10.322)
H (2.663, -1.511, 7.696)
H (3.266, -2.868, 5.951)
C (-0.417, 5.415, 3.879)
C (-0.368, 6.851, 4.004)
C (0.811, 7.494, 4.505)
C (1.849, 6.627, 4.979)
C (1.748, 5.214, 4.882)
C (0.584, 4.618, 4.441)
N (3.100, 7.121, 5.600)
O (4.005, 6.351, 5.931)
O (3.163, 8.288, 5.949)
H (-1.246, 4.821, 3.524)
H (-1.175, 7.503, 3.706)
H (0.929, 8.560, 4.630)
H (2.616, 4.581, 4.993)
H (0.592, 3.539, 4.392)
C (8.125, 0.862, 0.149)
C (9.235, 0.149, -0.193)
C (9.082, -1.010, -0.968)
C (7.806, -1.420, -1.335)
C (6.693, -0.694, -0.917)
C (6.832, 0.391, -0.100)
N (7.674, -2.558, -2.260)
O (8.681, -2.990, -2.824)
O (6.556, -3.009, -2.430)
H (8.230, 1.806, 0.663)
H (10.250, 0.402, 0.078)
H (9.984, -1.577, -1.145)
H (5.669, -0.940, -1.153)
H (5.949, 0.978, 0.105)
C (0.196, -3.376, -12.174)
O (0.391, -3.324, -10.773)
C (-0.841, -2.845, -10.300)
C (-0.934, -2.809, -8.713)
O (-0.275, -1.699, -8.119)
C (1.148, -1.790, -7.974)
H (-0.197, -2.416, -12.508)
H (-0.523, -4.167, -12.387)
H (1.118, -3.748, -12.620)
H (-1.741, -3.411, -10.540)
H (-1.030, -1.819, -10.615)
H (-0.524, -3.765, -8.388)
H (-1.957, -2.802, -8.338)
H (1.574, -0.935, -7.449)
H (1.617, -1.792, -8.958)
H (1.349, -2.688, -7.390)
C (-5.193, -2.287, 5.366)
O (-6.329, -1.371, 5.505)
C (-7.467, -1.711, 6.234)
C (-7.294, -2.539, 7.569)
O (-6.748, -3.821, 7.222)
C (-6.907, -4.723, 8.320)
H (-4.441, -1.853, 4.707)
H (-5.554, -3.203, 4.898)
H (-4.823, -2.507, 6.367)
H (-8.144, -2.238, 5.562)
H (-7.891, -0.726, 6.432)
H (-8.225, -2.540, 8.135)
H (-6.671, -1.906, 8.202)
H (-6.486, -4.408, 9.275)
H (-6.455, -5.676, 8.046)
H (-7.956, -5.004, 8.409)
C (2.129, -8.104, 0.168)
O (0.756, -8.146, 0.582)
C (0.263, -6.872, 0.947)
C (-0.982, -7.049, 1.860)
O (-0.598, -7.609, 3.138)
C (-1.516, -7.303, 4.175)
H (2.375, -7.519, -0.718)
H (2.366, -9.155, 0.008)
H (2.748, -7.789, 1.008)
H (0.103, -6.282, 0.044)
H (0.965, -6.209, 1.453)
H (-1.663, -7.738, 1.360)
H (-1.599, -6.150, 1.866)
H (-2.572, -7.305, 3.903)
H (-1.209, -6.362, 4.633)
H (-1.400, -8.020, 4.988)
C (-4.748, 6.541, -5.843)
O (-5.228, 5.868, -4.671)
C (-5.776, 6.673, -3.586)
C (-6.518, 5.717, -2.580)
O (-5.625, 4.628, -2.206)
C (-6.333, 3.669, -1.426)
H (-4.512, 5.771, -6.577)
H (-3.874, 7.144, -5.598)
H (-5.482, 7.272, -6.183)
H (-6.519, 7.398, -3.916)
H (-4.872, 7.098, -3.148)
H (-7.456, 5.303, -2.952)
H (-6.794, 6.175, -1.631)
H (-7.174, 3.309, -2.018)
H (-6.583, 4.095, -0.454)
H (-5.641, 2.897, -1.089)
C (0.838, 5.767, -3.069)
O (0.830, 5.445, -4.461)
C (2.128, 5.458, -5.167)
C (1.889, 5.345, -6.708)
O (0.853, 4.312, -6.938)
C (0.476, 4.410, -8.324)
H (1.270, 4.971, -2.462)
H (-0.214, 5.940, -2.842)
H (1.203, 6.714, -2.672)
H (2.722, 4.593, -4.871)
H (2.658, 6.393, -4.984)
H (2.807, 5.018, -7.195)
H (1.765, 6.345, -7.124)
H (-0.390, 3.765, -8.477)
H (1.334, 4.029, -8.877)
H (0.276, 5.442, -8.611)

Output
LUMO ... -6.2 eV
DFT total energy ... -89909.6629 eV
Max |F| ... 3.582 eV/A
Frontier orbital gap ... 0.149 hartree
HOMO level ... -10.273 eV
Charge ... +1

The lowest LUMO belongs to which entry? C38H64N2O5PTaTe